1.
The following is a quantum chemistry calculation of a structure of composition C56H71AsClCrF3N4O3PSi3, from the OMol25 dataset.

Its spin multiplicity is 4. The gap between HOMO and LUMO (spin up / spin down) comes out at 8.3603 / 8.4426 eV.

Atoms and positions in Å:
C 4.945 -2.432 1.544
H 0.785 -3.442 -2.084
C 1.673 -5.937 -2.563
H -1.469 -0.149 6.762
H 1.533 -1.264 4.135
H 1.784 3.352 4.781
O -1.388 -1.375 1.238
H -0.225 -4.063 -4.255
H -0.762 1.804 6.985
H 4.452 0.279 -2.157
H 2.008 -4.877 -4.390
H -5.077 -1.100 4.436
H -0.576 -1.654 6.935
C 2.597 -1.173 -6.173
C -0.683 -3.296 -3.642
N 2.505 1.032 -2.183
P -2.519 -0.054 -0.888
H -5.242 2.031 -4.562
H -2.349 3.751 -3.855
H -1.092 4.993 4.633
C 2.634 -0.038 -5.139
H -3.364 0.886 6.381
H -2.527 6.930 -0.994
C 2.059 -6.084 -1.240
H -1.807 -3.412 5.102
C -3.490 -1.246 0.105
H 3.795 -3.274 -4.716
H 1.996 -0.860 -7.027
O 4.918 -0.551 -4.390
C 2.131 -0.012 1.668
H 0.589 3.279 -1.164
H -4.067 -1.922 -0.523
H -3.822 2.512 5.864
C 3.713 0.639 -2.876
H 4.508 -3.763 -1.108
C -4.686 1.581 -0.787
C -1.155 4.224 3.861
C -4.786 -0.591 3.516
H -4.198 -1.301 2.929
H -4.176 -0.712 0.767
C -2.478 -2.014 0.977
H -1.844 5.364 0.769
C -2.243 -2.553 4.585
C -2.949 6.336 -3.568
C -2.243 4.106 -2.837
C -1.718 3.651 -0.513
H -3.878 3.155 2.595
H -0.537 4.545 3.021
F 8.024 -2.365 1.609
C 2.307 -4.990 -3.354
H -3.411 -1.306 -3.567
H -1.933 3.074 6.628
C 1.305 2.437 4.423
H 2.140 -2.076 -5.762
H 0.660 -2.124 2.858
C 3.183 1.229 -5.813
H 1.657 -0.736 -1.339
H 0.280 -0.181 6.481
H 3.222 -1.673 -2.194
H -0.227 3.471 6.818
C -5.719 2.385 -1.234
C 5.863 -1.822 2.390
C -0.920 2.723 6.426
H 1.099 1.181 -4.161
H 1.679 1.601 5.021
C -2.454 -1.706 -3.264
N 0.683 1.129 -1.005
Si -0.574 2.554 4.565
H 4.115 0.961 3.177
Cr -0.761 0.701 0.700
C -5.940 2.529 -2.598
As -1.518 0.756 3.260
H 0.877 -2.878 4.447
C 3.114 -1.779 -3.277
H -0.233 -1.663 -0.722
H -3.129 -2.243 5.143
H 4.976 -1.230 -5.069
H -1.573 2.227 -2.108
H 4.256 1.146 -5.984
H -4.498 1.501 0.278
H -6.352 2.903 -0.525
C -0.670 -1.917 -1.680
H -5.698 -0.365 2.961
C 3.567 -0.455 -3.950
C -4.614 2.419 2.924
H -2.192 4.176 3.521
C 3.411 -0.600 1.885
C 1.033 0.491 1.509
C 7.170 -2.502 2.650
H -2.334 2.662 1.199
H -2.546 -2.889 3.593
C -2.514 5.439 -2.543
H 1.601 2.268 3.390
C -5.100 1.893 -3.497
C 3.086 -5.316 -0.715
C -2.345 5.891 -1.234
C -1.385 2.744 0.646
H 0.758 -0.558 -4.098
H 2.690 1.381 -6.774
H 0.565 0.334 -5.603
H 2.057 -1.954 -3.481
H 5.188 -3.389 1.098
F 7.012 -3.829 2.839
Si -0.933 -1.201 4.525
H 6.287 -0.128 3.631
C -1.840 3.238 -1.839
C -4.027 1.450 5.724
C 4.352 0.010 2.721
F 7.798 -2.014 3.734
O -2.782 -3.126 1.380
C -0.650 -0.737 6.347
H 3.006 -2.315 0.649
N -3.305 7.065 -4.384
C 3.319 -4.187 -2.841
C 1.088 2.364 -1.417
C -0.100 -2.925 -2.439
H -5.340 2.937 3.555
C 5.568 -0.598 2.974
C 1.184 0.242 -4.708
H -5.055 1.263 6.040
H 4.949 -2.917 -3.422
C 3.892 -3.051 -3.652
C -3.862 0.900 -1.684
C -4.059 1.093 -3.047
C -1.866 -2.694 -4.041
N 2.181 2.341 -2.134
H -2.352 -3.015 -4.953
C 1.613 0.326 -1.490
Cl 1.250 -7.238 -0.234
C -1.841 -1.273 -2.090
H -5.144 2.059 2.040
C -1.958 5.005 -0.248
H -6.758 3.143 -2.952
H 3.589 -1.422 -6.557
Si -3.808 0.991 3.898
H 3.391 -5.460 0.313
H 0.878 -6.552 -2.964
C 3.708 -4.371 -1.517
C 3.730 -1.827 1.291
H 2.995 2.113 -5.200
H -3.391 0.649 -3.773
H 4.108 1.541 -3.332
H -0.724 3.301 1.318
C 0.696 -1.932 3.931



2.
The following is a quantum chemistry calculation of a cluster of 14 separate species, C56H81BN11O14 in total, from the OMol25 dataset.

Its net charge is -1. The gap between HOMO and LUMO comes out at 9.5954 eV.

Atoms and positions in Å:
H -7.237 8.907 0.543
H -10.838 9.671 8.686
C -13.067 6.859 4.514
H -19.203 11.037 6.291
H -7.997 15.857 8.888
C -14.416 14.064 9.467
H -7.212 10.974 6.979
C -12.306 12.331 -1.761
H -8.117 11.470 -1.032
C -13.781 14.381 -2.196
H -4.796 10.443 7.519
H -12.829 8.844 0.300
H -14.044 15.336 -1.729
H -14.796 10.617 8.283
H -10.658 18.660 1.448
H -17.294 10.295 4.808
O -15.006 16.532 5.319
H -12.250 14.865 7.695
O -9.509 8.944 10.079
H -13.634 16.732 6.992
H -12.795 7.170 8.412
C -7.021 13.193 -1.685
O -11.392 11.062 3.680
B -11.272 12.008 4.792
C -12.584 8.132 5.050
N -5.536 11.502 0.921
N -13.649 16.957 0.424
H -7.098 10.278 8.533
C -16.881 10.945 8.512
C -6.917 10.044 7.477
H -5.041 14.680 10.958
H -12.269 10.465 10.437
C -9.030 14.761 10.350
H -10.213 18.102 3.110
H -5.667 8.335 5.492
H -13.046 13.718 -0.304
H -9.903 14.590 6.940
C -15.003 13.589 -2.341
C -9.873 16.700 1.484
C -15.553 13.334 4.324
C -13.343 6.849 0.637
N -13.450 5.862 4.095
H -14.413 7.079 0.664
H -8.000 13.158 0.902
H -11.821 14.414 -1.330
H -10.108 16.091 7.891
H -14.639 13.088 9.053
C -14.914 16.390 9.641
H -6.063 14.292 8.693
O -12.692 11.840 7.925
C -9.375 9.669 11.197
C -7.383 9.124 2.713
H -4.073 9.047 5.748
C -10.385 15.565 6.969
C -11.496 13.236 2.874
C -11.164 7.894 1.192
H -11.528 8.216 4.782
C -12.961 6.323 -0.724
H -14.644 12.726 4.370
H -6.607 14.796 11.667
H -13.248 6.054 1.381
H -12.171 16.646 3.178
H -6.371 8.907 3.065
H -13.105 8.900 4.474
H -11.552 11.922 -1.086
O -11.250 13.344 4.170
H -5.222 8.837 7.894
H -11.131 8.016 9.299
H -6.190 13.098 -0.982
O -9.879 11.621 7.898
H -9.938 16.173 6.175
C -7.891 9.005 7.159
H -8.324 10.188 1.062
H -6.085 16.098 10.629
H -9.130 9.997 3.552
H -13.177 11.677 -1.704
N -10.040 7.746 1.259
C -8.802 13.127 0.158
C -6.335 10.700 1.088
C -15.664 14.116 3.015
C -7.169 14.628 -1.974
C -13.061 15.631 10.670
C -11.891 15.514 6.888
H -12.261 15.037 5.977
O -15.530 14.361 5.329
H -15.028 10.241 5.775
C -15.242 15.542 4.735
H -6.771 12.726 -2.642
H -7.773 11.135 3.517
H -7.799 9.835 4.721
C -6.692 14.278 9.581
H -13.118 7.052 -1.521
C -12.061 11.867 6.927
O -8.353 9.872 11.764
O -12.470 11.969 5.697
H -13.959 6.551 7.281
C -15.744 10.684 7.767
C -15.878 10.448 6.415
N -9.809 14.764 11.195
H -12.539 13.572 10.439
H -9.797 15.852 2.161
O -10.575 10.192 11.575
C -8.292 12.542 -1.141
H -11.881 12.320 -2.769
N -7.267 15.747 -2.183
H -16.378 12.654 4.521
H -9.085 12.625 -1.892
C -5.146 9.247 5.778
N -13.850 16.650 10.378
C -12.590 8.105 1.066
H -12.616 18.288 3.019
C -12.967 7.003 7.345
O -12.076 11.279 1.551
C -12.562 16.874 7.097
H -16.163 15.031 8.594
C -18.201 10.863 6.677
H -9.271 14.102 0.051
C -11.606 9.660 10.750
C -12.777 8.282 6.551
C -7.378 9.687 1.294
C -6.057 15.011 10.744
C -8.080 14.827 9.251
H -10.386 16.369 0.580
H -9.583 12.489 0.585
N -11.785 18.682 5.391
C -10.680 17.835 2.165
H -5.330 10.086 5.107
H -13.485 5.401 -0.965
H -15.064 13.675 2.224
C -15.264 15.123 9.192
N -18.088 11.069 7.994
C -12.131 17.477 2.468
O -15.183 15.418 3.395
H -16.692 14.232 2.668
H -12.395 17.239 8.114
H -11.892 6.077 -0.720
C -11.695 11.729 2.578
C -8.053 10.093 3.699
H -12.149 15.823 11.224
C -10.532 11.762 6.921
H -11.933 8.796 7.016
H -12.241 6.236 7.058
C -12.096 17.883 6.158
O -10.132 11.717 5.662
C -17.143 10.515 5.857
N -8.628 8.164 6.881
H -7.945 8.194 2.741
O -11.611 14.118 2.088
C -5.482 9.651 7.207
N -15.937 12.946 -2.473
H -12.981 8.479 2.009
H -12.225 8.923 11.270
C -13.272 14.333 10.198
C -12.959 17.199 1.302
H -8.529 14.289 8.410
C -12.676 13.739 -1.333
H -13.630 8.946 6.699
H -16.785 11.053 9.588
H -6.830 13.251 9.911
H -8.905 17.134 1.242
H -15.554 17.240 9.417
C -10.854 9.031 9.562
H -13.389 14.572 -3.201



Computed values of molar mass (unit: g/mol) for the preceding records, in sequence: 1182.81 1143.14.